No. 1
{"formula": "C4H13N4O", "method": "ωB97M-V with the def2-TZVPD basis set", "homo_energy_ha": -0.498, "total_energy_ha": -454.2857, "charge": 1, "symbols": ["C", "C", "N", "N", "N", "H", "H", "H", "H", "H", "H", "H", "H", "C", "C", "O", "N", "H", "H", "H", "H", "H"], "positions_angstrom": [[-1.55, 2.21, 1.32], [0.40, 1.66, -0.22], [0.93, 1.60, -1.43], [-0.73, 2.30, 0.07], [1.06, 1.01, 0.77], [0.55, 2.20, -2.15], [1.67, 0.91, -1.58], [-1.35, 2.41, -0.72], [0.70, 1.00, 1.71], [1.88, 0.41, 0.67], [-0.83, 2.06, 2.18], [-2.19, 1.37, 0.99], [-2.10, 3.09, 1.60], [-0.23, -2.72, -1.38], [0.63, -2.15, -0.28], [1.66, -1.53, -0.50], [0.16, -2.25, 1.02], [-0.17, -1.96, -2.16], [-1.24, -3.00, -1.15], [0.93, -2.13, 1.68], [-0.47, -2.93, 1.39], [0.31, -3.56, -1.84]], "lowdin_charge": [0.003, -0.447, 0.213, 0.033, 0.201, 0.137, 0.139, 0.152, 0.100, 0.117, 0.100, 0.111, 0.085, 0.005, -0.575, 0.005, 0.148, 0.082, 0.080, 0.108, 0.102, 0.101]}

***

No. 2
{"formula": "C4H13N4S", "method": "ωB97M-V with the def2-TZVPD basis set", "homo_energy_ha": -0.472, "total_energy_ha": -777.1382, "charge": 1, "symbols": ["C", "C", "C", "C", "N", "N", "N", "N", "S", "H", "H", "H", "H", "H", "H", "H", "H", "H", "H", "H", "H", "H"], "positions_angstrom": [[-0.84, 0.75, -1.82], [0.83, 2.26, -0.68], [-0.17, 1.13, -0.50], [1.66, -0.46, -0.18], [-1.09, -1.63, 1.85], [-2.36, -1.67, 2.02], [2.17, -1.57, 0.30], [0.45, -0.07, 0.07], [-3.47, -0.88, 1.18], [-0.12, 0.33, -2.51], [-1.64, 0.03, -1.65], [-1.27, 1.64, -2.27], [1.49, 2.09, -1.54], [1.43, 2.40, 0.21], [0.29, 3.18, -0.87], [-0.93, 1.44, 0.22], [2.30, 0.16, -0.81], [-0.59, -2.20, 2.53], [3.12, -1.84, 0.10], [1.62, -2.18, 0.88], [-2.73, -2.26, 2.78], [-0.17, -0.66, 0.68]], "lowdin_charge": [-0.042, -0.053, -0.398, -0.144, -0.011, -0.656, 0.180, 0.085, 0.693, 0.087, 0.067, 0.091, 0.081, 0.090, 0.094, 0.139, 0.159, 0.083, 0.132, 0.120, 0.115, 0.086]}

***

No. 3
{"formula": "C4H13N5", "method": "ωB97M-V with the def2-TZVPD basis set", "homo_energy_ha": -0.324, "total_energy_ha": -433.9523, "smiles": "[H]/N=C(\\N)N(C)CN.C=N", "symbols": ["C", "C", "N", "N", "H", "H", "H", "H", "H", "H", "H", "H", "C", "N", "C", "N", "N", "H", "H", "H", "H", "H"], "positions_angstrom": [[1.16, -0.54, -1.07], [-1.06, 0.33, -1.78], [-0.14, 0.02, -0.70], [1.22, -1.94, -1.38], [0.54, 1.83, 0.32], [0.54, -2.19, -2.10], [1.00, -2.46, -0.54], [1.82, -0.36, -0.22], [1.52, 0.03, -1.94], [-0.49, 0.48, -2.70], [-1.62, 1.25, -1.57], [-1.78, -0.48, -1.96], [-0.69, -0.48, 0.49], [-1.94, 0.02, 0.82], [1.18, 1.62, 2.19], [0.31, 1.96, 1.35], [-0.02, -1.33, 1.16], [-2.11, 0.97, 0.54], [-2.18, -0.13, 1.79], [-0.39, -1.48, 2.09], [0.87, 1.44, 3.21], [2.25, 1.46, 2.00]], "lowdin_charge": [-0.293, -0.070, -0.165, 0.023, 0.065, 0.066, 0.047, 0.105, 0.114, 0.085, 0.079, 0.088, -0.581, 0.131, -0.156, 0.009, 0.117, 0.077, 0.093, 0.045, 0.053, 0.066]}

***

No. 4
{"formula": "C4H13N8", "method": "ωB97M-V with the def2-TZVPD basis set", "homo_energy_ha": [-0.411, -0.410], "total_energy_ha": -597.8707, "charge": 1, "symbols": ["C", "C", "C", "C", "N", "N", "N", "N", "N", "N", "N", "N", "H", "H", "H", "H", "H", "H", "H", "H", "H", "H", "H", "H", "H"], "positions_angstrom": [[1.47, -0.93, -0.25], [0.60, 1.28, -0.53], [-0.84, -0.61, -0.78], [0.77, 2.68, 0.05], [3.54, -1.44, 0.42], [2.45, -1.87, -0.05], [1.61, 0.37, 0.00], [-0.72, 0.71, -0.27], [0.33, -1.37, -0.76], [-1.20, 0.86, 1.05], [-3.24, -1.81, 0.01], [-2.03, -1.65, 0.48], [0.69, 1.33, -1.63], [-1.44, -0.71, -1.68], [0.86, 2.65, 1.14], [-0.08, 3.30, -0.23], [1.67, 3.14, -0.36], [4.20, -2.22, 0.52], [2.50, 0.70, 0.34], [0.27, -2.36, -1.01], [-1.60, 1.79, 1.16], [-0.46, 0.73, 1.75], [-3.96, -1.10, 0.07], [-3.37, -2.57, -0.64], [-2.01, -0.91, 1.20]], "lowdin_charge": [-0.326, -0.331, -0.180, -0.023, 0.155, 0.043, 0.155, -0.150, 0.162, 0.046, -0.019, 0.001, 0.165, 0.130, 0.082, 0.095, 0.091, 0.093, 0.148, 0.171, 0.104, 0.103, 0.118, 0.110, 0.057]}

***

No. 5
{"formula": "C4H13NO", "method": "ωB97M-V with the def2-TZVPD basis set", "homo_energy_ha": [0.049, -0.185], "total_energy_ha": -290.0782, "multiplicity": 2, "charge": -1, "symbols": ["C", "N", "C", "C", "C", "H", "H", "H", "H", "H", "H", "H", "H", "H", "H", "H", "H", "H", "O"], "positions_angstrom": [[1.49, 0.14, 0.46], [0.10, 0.07, -0.11], [-1.15, -0.33, 0.53], [-2.21, 0.86, 0.78], [2.14, 1.34, -0.18], [1.52, 0.20, 1.55], [1.99, -0.87, 0.25], [-0.01, 0.91, -0.39], [-1.64, -1.07, -0.09], [-1.02, -0.85, 1.49], [-1.68, 1.45, 1.49], [-2.42, 1.27, -0.22], [-3.05, 0.34, 1.33], [1.22, 2.00, -0.18], [2.44, 1.18, -1.26], [2.89, 1.82, 0.43], [0.20, -2.11, -2.00], [-0.41, -3.47, -1.55], [-0.41, -2.84, -2.32]], "lowdin_charge": [-0.420, -0.079, -0.370, -0.152, -0.226, 0.056, 0.055, -0.040, 0.053, 0.065, 0.021, 0.061, 0.058, 0.070, 0.070, 0.035, 0.003, -0.019, -0.242]}

***

No. 6
{"formula": "C4H13NO", "method": "ωB97M-V with the def2-TZVPD basis set", "homo_energy_ha": [0.046, -0.181], "total_energy_ha": -290.1327, "multiplicity": 2, "charge": -1, "symbols": ["C", "N", "C", "C", "C", "H", "H", "H", "H", "H", "H", "H", "H", "H", "H", "H", "H", "H", "O"], "positions_angstrom": [[-0.07, -1.66, -0.90], [-0.41, -0.33, -0.47], [1.22, 1.37, -1.26], [0.53, 0.73, -0.06], [1.52, 0.25, 1.02], [0.31, -1.70, -1.92], [-0.94, -2.29, -0.76], [0.70, -2.07, -0.26], [-1.18, 0.08, -0.98], [1.87, 2.19, -0.94], [0.47, 1.79, -1.93], [1.80, 0.65, -1.84], [-0.09, 1.47, 0.45], [2.48, 0.76, 0.99], [1.80, -0.80, 0.83], [1.05, 0.33, 2.00], [-3.14, 0.00, 1.01], [-1.69, -0.47, 1.10], [-2.48, -0.29, 1.65]], "lowdin_charge": [-0.321, -0.145, -0.188, -0.516, -0.104, 0.033, 0.032, 0.049, 0.015, 0.051, 0.025, 0.056, 0.093, 0.053, 0.050, 0.064, -0.027, -0.022, -0.197]}